Computed, not measured: a 16-piece molecular cluster, C87H208N16O24 overall in a non-equilibrium geometry, with ωB97M-V/def2-TZVPD.

* multiplicity: 1
* LUMO: -7.751 eV
* max |F|: 3.9 eV Å⁻¹
* E_HOMO: -16.3 eV
* charge: +6

The geometry in XYZ format:
```
335
C87H208N16O24 (ωB97M-V/def2-TZVPD)
C 6.758 1.873 -2.651
O 7.351 1.017 -1.678
C 6.343 0.010 -1.382
C 6.837 -0.995 -0.404
N 6.897 -0.322 0.916
H 7.184 0.628 0.863
H 5.867 -0.375 1.243
C 7.776 -1.281 1.839
C 7.844 -0.709 3.194
O 8.121 0.724 3.085
C 7.953 1.449 4.293
H 7.373 2.799 -2.758
H 5.749 2.222 -2.305
H 6.735 1.326 -3.576
H 5.968 -0.349 -2.353
H 5.502 0.358 -0.826
H 7.899 -1.245 -0.617
H 6.108 -1.811 -0.313
H 8.753 -1.240 1.417
H 7.259 -2.207 1.837
H 8.698 -1.156 3.622
H 6.883 -0.955 3.647
H 6.935 1.917 4.438
H 8.602 2.304 4.413
H 8.197 0.773 5.124
C 2.656 3.731 -0.072
O 3.906 4.366 -0.451
C 5.048 3.954 0.257
C 5.454 4.866 1.402
N 5.641 6.271 0.961
H 6.476 6.761 1.345
H 5.944 6.342 -0.071
C 4.506 7.156 1.179
C 4.895 8.567 0.806
O 6.240 8.658 1.204
C 6.797 9.944 1.100
H 1.956 4.145 -0.819
H 2.344 4.078 0.947
H 2.623 2.642 -0.061
H 5.951 3.951 -0.394
H 5.017 2.950 0.685
H 6.349 4.415 1.873
H 4.645 4.909 2.100
H 4.312 7.003 2.216
H 3.658 6.729 0.676
H 4.237 9.285 1.326
H 4.788 8.777 -0.243
H 6.570 10.592 1.993
H 6.470 10.435 0.191
H 7.907 9.921 1.054
C 1.790 -2.772 -5.150
O 1.921 -2.370 -6.494
C 1.966 -0.955 -6.689
C 2.042 -0.716 -8.172
N 3.358 -1.347 -8.736
H 3.337 -2.368 -8.352
H 3.333 -1.306 -9.732
C 4.653 -0.636 -8.439
C 5.895 -1.272 -9.051
O 5.718 -1.267 -10.398
C 6.842 -1.840 -11.122
H 1.683 -3.853 -5.233
H 0.864 -2.408 -4.654
H 2.627 -2.525 -4.487
H 2.775 -0.504 -6.101
H 1.047 -0.469 -6.390
H 2.017 0.377 -8.393
H 1.275 -1.332 -8.579
H 4.718 -0.526 -7.360
H 4.537 0.385 -8.808
H 6.223 -2.247 -8.660
H 6.654 -0.547 -8.712
H 6.976 -2.858 -10.811
H 7.707 -1.263 -10.766
H 6.777 -1.724 -12.170
C -1.604 -0.412 10.124
C -0.773 -1.006 9.004
N 0.212 -2.094 9.400
C -0.713 -3.243 9.864
C 0.824 -2.612 8.149
C 1.584 -1.652 7.276
C 1.164 -1.551 10.383
C 2.345 -2.384 10.810
O 2.928 -1.494 11.738
C 4.244 -1.881 12.170
H -1.031 0.350 10.608
H -1.989 -1.102 10.845
H -2.478 0.080 9.582
H -0.182 -0.200 8.520
H -1.356 -1.337 8.235
H -1.362 -3.464 8.984
H -1.350 -2.915 10.710
H -0.104 -4.116 10.079
H -0.003 -3.015 7.575
H 1.434 -3.456 8.502
H 1.048 -0.723 7.051
H 1.651 -2.141 6.341
H 2.538 -1.466 7.711
H 0.664 -1.304 11.338
H 1.465 -0.642 9.989
H 3.085 -2.662 10.057
H 2.022 -3.312 11.306
H 4.698 -1.020 12.617
H 4.779 -2.214 11.273
H 4.091 -2.663 12.918
C 4.825 4.174 -9.301
C 3.973 5.361 -8.833
N 2.625 5.592 -9.565
C 1.745 4.376 -9.297
C 1.881 6.832 -8.992
C 1.508 6.720 -7.493
C 2.760 5.759 -11.046
C 3.444 6.985 -11.575
O 4.723 7.207 -11.003
C 5.349 8.309 -11.617
H 4.256 3.240 -9.230
H 5.703 4.088 -8.648
H 5.158 4.382 -10.282
H 4.530 6.229 -9.121
H 3.683 5.405 -7.799
H 1.987 3.557 -9.922
H 0.669 4.620 -9.451
H 1.798 3.980 -8.297
H 1.005 6.954 -9.678
H 2.571 7.685 -9.281
H 0.820 7.569 -7.250
H 2.333 6.783 -6.788
H 0.950 5.800 -7.446
H 1.739 5.757 -11.464
H 3.196 4.832 -11.404
H 2.755 7.879 -11.436
H 3.479 6.894 -12.627
H 4.672 9.162 -11.486
H 5.577 8.142 -12.696
H 6.326 8.423 -11.117
C 0.547 -3.723 2.028
C 0.582 -2.253 1.965
N 0.054 -1.554 0.776
C -1.336 -1.999 0.440
C 0.040 -0.023 0.971
C -0.667 0.359 2.307
C 0.958 -1.983 -0.365
C 0.672 -1.241 -1.688
O 1.730 -0.342 -1.853
C 1.581 0.658 -2.872
H -0.504 -4.060 2.114
H 0.939 -4.075 3.000
H 1.052 -4.358 1.306
H 1.587 -1.828 2.044
H 0.041 -1.877 2.827
H -1.848 -1.336 -0.297
H -1.873 -1.969 1.376
H -1.220 -3.007 0.061
H -0.370 0.434 0.074
H 1.103 0.303 1.059
H -1.406 -0.333 2.570
H -1.155 1.326 2.037
H 0.084 0.503 3.097
H 0.915 -3.075 -0.421
H 1.956 -1.584 -0.090
H -0.288 -0.721 -1.563
H 0.546 -1.947 -2.545
H 1.176 0.292 -3.784
H 2.578 0.884 -3.060
H 1.051 1.528 -2.513
C -3.217 5.315 7.967
C -2.536 5.947 6.825
C -3.355 5.749 5.540
C -2.669 6.277 4.332
N -3.525 6.150 3.088
C -2.714 6.564 1.882
C -3.723 7.087 0.817
C -4.940 7.503 1.653
C -4.598 7.126 3.096
C -4.059 4.710 2.796
H -4.282 5.541 7.976
H -2.798 5.684 8.904
H -3.183 4.226 7.934
H -1.626 5.421 6.566
H -2.434 6.992 7.087
H -4.332 6.199 5.595
H -3.459 4.694 5.405
H -1.739 5.784 4.221
H -2.540 7.356 4.514
H -2.162 5.699 1.525
H -2.061 7.354 2.349
H -3.990 6.317 0.088
H -3.287 7.930 0.273
H -5.889 7.095 1.357
H -5.015 8.597 1.691
H -5.462 6.691 3.619
H -4.239 7.960 3.751
H -4.410 4.337 3.721
H -3.182 4.169 2.523
H -4.689 4.814 1.957
C -8.771 1.812 3.315
C -9.774 0.820 3.951
C -10.652 1.500 5.009
C -11.640 0.491 5.608
N -12.483 0.897 6.761
C -12.910 2.312 6.680
C -13.376 2.712 8.040
C -12.517 1.773 8.973
C -11.696 0.864 8.045
C -13.647 -0.060 6.812
H -8.694 2.699 3.943
H -9.193 2.115 2.386
H -7.765 1.432 3.280
H -9.281 -0.039 4.339
H -10.517 0.479 3.155
H -11.290 2.259 4.484
H -9.975 1.946 5.770
H -11.196 -0.424 5.839
H -12.381 0.398 4.820
H -13.465 2.473 5.803
H -11.937 2.781 6.548
H -14.459 2.462 8.101
H -13.227 3.738 8.238
H -13.188 1.246 9.681
H -11.819 2.364 9.588
H -11.781 -0.138 8.331
H -10.692 1.281 7.864
H -13.326 -1.099 6.640
H -14.299 0.174 5.981
H -14.178 -0.042 7.757
C -5.131 -2.292 2.484
C -5.392 -3.812 2.571
C -4.056 -4.559 2.199
C -4.100 -6.072 2.412
N -2.766 -6.688 2.422
C -2.908 -8.191 2.490
C -1.659 -8.672 3.214
C -1.147 -7.518 4.108
C -2.079 -6.333 3.784
C -1.871 -6.405 1.240
H -4.835 -2.081 1.442
H -4.308 -1.983 3.200
H -6.009 -1.694 2.641
H -6.200 -4.032 1.801
H -5.781 -4.235 3.485
H -3.289 -4.178 2.806
H -3.919 -4.497 1.124
H -4.668 -6.524 1.609
H -4.540 -6.389 3.407
H -2.974 -8.572 1.463
H -3.803 -8.402 3.040
H -0.894 -8.800 2.453
H -1.724 -9.535 3.866
H -0.094 -7.309 3.912
H -1.243 -7.679 5.185
H -1.684 -5.326 3.756
H -2.863 -6.300 4.523
H -2.291 -6.773 0.313
H -0.860 -6.840 1.490
H -1.658 -5.340 1.130
C 4.250 -5.879 0.363
C 3.993 -7.367 0.141
C 3.469 -7.753 -1.244
C 3.765 -9.218 -1.602
N 3.036 -9.638 -2.843
C 1.606 -9.967 -2.538
C 1.145 -10.850 -3.701
C 2.358 -11.537 -4.292
C 3.534 -10.955 -3.440
C 3.118 -8.466 -3.867
H 3.399 -5.318 -0.089
H 5.141 -5.595 -0.233
H 4.350 -5.643 1.434
H 3.243 -7.680 0.855
H 4.860 -8.019 0.428
H 3.916 -7.077 -1.981
H 2.406 -7.605 -1.269
H 3.418 -9.918 -0.839
H 4.808 -9.350 -1.819
H 1.140 -9.057 -2.516
H 1.512 -10.433 -1.559
H 0.637 -10.185 -4.423
H 0.368 -11.449 -3.299
H 2.456 -11.444 -5.351
H 2.388 -12.615 -4.148
H 4.467 -10.792 -3.956
H 3.702 -11.560 -2.588
H 2.699 -8.729 -4.796
H 4.133 -8.166 -3.864
H 2.579 -7.667 -3.403
C -1.737 -2.682 -6.445
C -1.799 -1.404 -7.174
C -1.402 -0.236 -6.267
C -2.708 0.241 -5.654
N -2.717 1.257 -4.527
C -3.993 1.197 -3.686
C -5.011 1.746 -4.618
C -4.295 2.901 -5.299
C -2.791 2.636 -5.118
C -1.568 1.150 -3.624
H -0.713 -2.990 -6.276
H -2.097 -3.570 -7.027
H -2.271 -2.650 -5.522
H -2.738 -1.228 -7.788
H -1.079 -1.522 -8.008
H -0.972 0.580 -6.853
H -0.757 -0.544 -5.441
H -3.255 -0.616 -5.295
H -3.274 0.641 -6.490
H -3.809 1.921 -2.853
H -4.263 0.203 -3.388
H -5.869 2.130 -4.038
H -5.428 0.981 -5.292
H -4.641 3.811 -4.680
H -4.567 3.173 -6.327
H -2.314 3.356 -4.510
H -2.293 2.552 -6.103
H -1.703 1.900 -2.845
H -0.706 1.299 -4.259
H -1.495 0.196 -3.109
N 4.008 -1.087 2.395
O 3.891 0.127 2.227
O 3.443 -1.740 3.280
O 4.726 -1.637 1.497
N -1.803 -2.289 5.294
O -1.543 -1.215 5.903
O -1.699 -3.382 5.910
O -2.119 -2.259 4.112
N 1.799 2.034 -6.589
O 1.632 2.121 -5.356
O 2.937 2.025 -7.137
O 0.788 1.990 -7.331
N -2.226 3.404 -0.365
O -3.260 3.885 0.172
O -1.305 2.917 0.359
O -2.131 3.313 -1.626
N 0.322 -5.249 -1.769
O 0.921 -6.197 -2.359
O 0.271 -5.248 -0.475
O -0.404 -4.401 -2.375
```